No. 1
27
Properties=species:S:1:pos:R:3:forces:R:3 method="wB97M-V/def2-TZVPD" energy_ev=-86860.5705 e_homo_ev=-15.39 charge=+2 gap_ev=2.67 lumo_energy_ev=-12.720 molar_mass_g_mol=307.39
Zn -0.1263 0.9714 4.1788 -0.214 -0.121 -0.266
S -1.8427 1.7329 0.9000 -4.973 2.637 -1.088
P 1.0852 -0.2067 -1.4411 0.421 1.082 -0.767
O -0.1097 -2.2290 0.7725 -0.219 1.829 1.628
O -1.7316 3.1685 1.1608 0.946 -3.387 -0.560
O -0.8378 0.9550 2.0171 -0.189 -0.322 -0.268
O 0.8164 -1.6673 2.9416 -1.272 1.607 -0.828
O -1.0894 1.1997 -0.4971 0.573 -0.412 2.832
O -3.2041 1.1958 0.7947 3.717 0.416 0.841
C 0.0483 -0.3303 -2.9833 -0.069 -0.130 0.131
C 0.2366 0.8152 -0.1082 1.259 1.536 -0.087
C 0.3547 0.3348 1.3941 -0.612 0.111 -0.681
C -1.5109 -1.9558 0.4565 -0.408 0.781 -0.713
C 2.6463 0.7797 -1.8593 -0.830 -0.279 0.720
B 0.3378 -1.2592 1.6897 0.367 -2.226 -0.242
H -2.0641 -2.9054 0.3696 0.422 0.466 0.019
H -1.5538 -1.3701 -0.4921 -0.173 -0.686 0.484
H 0.2491 -2.3880 3.2554 0.583 -0.560 0.045
H 0.7963 1.7904 -0.0692 0.076 -0.805 -0.471
H -0.6352 0.5465 -3.0507 0.344 -0.629 0.095
H 1.1799 0.8545 1.9538 -0.072 -0.497 -0.883
H -2.0053 -1.3040 1.2207 0.303 -0.700 -0.347
H -0.5104 -1.2921 -3.0024 0.197 0.720 0.135
H 2.9296 0.4950 -2.8875 0.105 0.180 0.608
H 3.4065 0.5375 -1.0923 -0.158 0.017 -0.675
H 2.4080 1.8641 -1.7589 0.079 -0.673 -0.343
H 0.7264 -0.3331 -3.8632 -0.204 0.046 0.680

***

No. 2
9
Properties=species:S:1:pos:R:3:forces:R:3 method="wB97M-V/def2-TZVPD" energy_ev=-31846.1571 e_homo_ev="-4.46 / -4.46" charge=-1 gap_ev="7.23 / 7.22" relative_energy_kj_mol=22.4 lumo_energy_ev="2.778 / 2.766" molar_mass_g_mol=153.16
S -0.8436 1.4241 1.1051 1.482 -1.869 0.534
S 1.6712 -0.7588 -1.6937 0.375 0.204 -0.102
O -1.9976 0.7677 1.6697 -1.281 0.401 0.552
O 0.3735 0.7259 1.6286 -0.473 1.265 -0.810
O -1.0454 -1.6141 -1.2673 -0.210 -1.830 -0.768
N -1.0044 0.6474 -0.6761 0.058 2.910 0.238
N 2.0708 -0.7606 -0.2090 0.549 0.114 0.985
C -1.0474 -0.4806 -0.9795 -0.137 -0.651 0.435
H 1.8229 0.0490 0.4223 -0.363 -0.544 -1.063

***

No. 3
14
Properties=species:S:1:pos:R:3:forces:R:3 method="wB97M-V/def2-TZVPD" smiles="CC(=O)[C@@H](C)O" energy_ev=-8372.5435 e_homo_ev=-9.97 charge=0 gap_ev=10.87 relative_energy_kj_mol=71.2 lumo_energy_ev=0.900 molar_mass_g_mol=88.11
O -0.7640 1.4898 -0.9754 0.006 -0.424 0.479
O 1.4751 1.3964 0.4488 0.096 0.168 -0.151
C -1.9004 -0.1584 0.3344 -0.049 0.011 0.017
C -0.6898 0.5970 -0.1520 -0.010 0.157 -0.197
C 1.3577 -0.8285 -0.4911 0.030 -0.085 -0.094
C 0.6945 0.2305 0.3973 0.020 -0.216 0.086
H 1.3943 -0.4857 -1.5301 -0.016 0.019 0.131
H -2.7995 0.4000 0.0734 0.065 -0.078 -0.020
H 1.1594 1.9446 -0.2869 0.081 0.063 0.057
H 0.6245 -0.1561 1.4229 -0.145 0.094 -0.184
H -1.8613 -0.3138 1.4191 0.054 0.019 -0.227
H 2.3840 -0.9839 -0.1457 -0.170 0.042 -0.021
H 0.8403 -1.7924 -0.4670 -0.039 0.109 0.056
H -1.9484 -1.1444 -0.1437 0.076 0.122 0.069

***

No. 4
14
Properties=species:S:1:pos:R:3:forces:R:3 method="wB97M-V/def2-TZVPD" multiplicity=8 energy_ev=-34227.8413 e_homo_ev="-20.47 / -21.98" charge=+3 gap_ev="5.81 / 6.25" relative_energy_kj_mol=783.1 lumo_energy_ev="-14.662 / -15.739" molar_mass_g_mol=285.33
Gd -2.7441 -4.9758 2.6580 0.089 0.431 -0.864
O -2.0898 -0.8527 2.0618 0.291 -0.078 -0.391
O -2.3155 -2.9819 1.2821 0.461 -0.607 -0.105
O -3.6089 -0.6591 5.5673 -0.285 -0.074 0.052
O -0.3417 -2.0112 1.4345 2.135 0.408 -1.263
C -0.5150 0.6673 1.7342 0.888 -6.126 -0.659
C -0.1926 1.8277 1.6307 0.696 1.698 -0.230
C -3.6779 -0.9998 4.3864 1.584 -0.157 -0.881
C -1.5838 -1.9754 1.4041 -2.934 0.354 3.599
C -3.4284 -1.4416 3.2090 -1.670 0.604 -0.291
H 0.3553 2.7413 1.4734 -0.344 0.385 0.114
H 0.1011 -0.5340 1.5076 -1.397 2.984 0.605
H -3.8982 0.2596 5.7534 -0.084 0.305 0.324
H -4.2619 -1.6378 2.5239 0.569 -0.126 -0.009